# C5H13NO2

An isolated molecule of C5H13NO2 in a non-equilibrium geometry (ωB97M-V/def2-TZVPD, OMol25).

Properties
SMILES   CN[C@H](CO)[C@@H](C)O
Total energy   -403.4629 hartree
LUMO level   0.8 eV
Relative energy (zero: lowest compared OMol25 entry of this formula, charge and spin)   71.4 kcal/mol

The geometry in ORCA input format:
```
! RIJCOSX wB97M-V def2-TZVPD def2/J DEFGRID3
* xyz 0 1
O -1.306 1.324 -1.568
O 1.392 1.077 -0.959
N -0.700 -0.648 1.469
C 1.131 -1.274 -0.905
C -0.383 0.406 0.452
C -1.412 0.238 -0.673
C 0.309 -0.973 2.434
C 0.942 0.037 -0.118
H 0.689 -2.214 -0.444
H 0.907 -1.103 -1.950
H 1.730 -0.057 0.615
H -1.532 -0.273 2.072
H -0.082 -1.971 2.820
H 0.665 1.415 -1.531
H -2.546 0.237 -0.275
H 1.323 -1.390 2.108
H -1.301 -0.651 -1.249
H 2.151 -1.663 -0.791
H -1.401 1.060 -2.431
H 0.369 -0.149 3.117
H -0.282 1.485 0.733
*
```



# C37H46N10O6SSc

A structure of composition C37H46N10O6SSc (ωB97M-V/def2-TZVPD, OMol25).

Properties
Total energy   -3594.8996 hartree
LUMO level   -8.0 eV
Relative energy (zero: lowest compared OMol25 entry of this formula, charge and spin)   1.5 kcal/mol

The geometry in ORCA input format:
```
! RIJCOSX wB97M-V def2-TZVPD def2/J DEFGRID3
* xyz 3 1
Sc -0.240 -0.401 -1.049
S 2.801 -2.167 -1.074
O 0.455 1.233 -2.221
O -3.896 5.518 3.795
O -0.405 -2.400 -1.935
O 0.340 -4.088 -0.641
O 1.870 -0.964 -1.354
O -2.828 3.933 4.904
N 0.803 2.482 2.472
N -2.204 -1.457 -0.118
N -2.061 1.334 -0.840
N -1.603 -0.177 -3.069
N 0.399 1.037 0.534
N 2.556 1.287 -3.044
N 1.058 2.986 -3.493
N 0.138 -1.699 1.101
N -0.605 -5.986 -2.011
N -0.816 -2.262 1.656
C -2.071 -2.157 1.014
C -3.417 -1.437 -0.675
C 1.374 -1.940 1.797
C -4.371 -2.777 1.057
C 5.067 -1.514 -2.399
C 2.388 -0.987 1.778
C 0.359 2.672 4.881
C 4.593 -2.838 -2.989
C 3.566 -1.229 2.470
C 3.092 -2.902 -2.717
C -2.731 4.246 1.379
C -2.671 1.632 -1.914
C -3.004 3.605 2.579
C 1.178 3.907 2.333
C -1.356 -0.849 -4.189
C 1.025 1.845 3.797
C -2.639 1.473 1.523
C -2.380 2.117 0.315
C -2.419 0.890 -3.155
C 2.745 -3.388 3.134
C 0.809 4.129 4.812
C -0.238 -3.610 -1.619
C -3.238 4.356 3.861
C 4.472 -1.461 -0.997
C -2.754 0.577 -5.500
C -3.021 1.288 -4.336
C -2.412 3.504 0.249
C 0.586 1.737 1.444
C -0.844 -4.633 -2.607
C -3.114 -2.820 1.639
C -4.519 -2.080 -0.130
C 3.749 -2.427 3.148
C 0.522 4.721 3.434
C -1.901 -0.507 -5.422
C 1.558 -3.147 2.466
C 1.336 1.818 -2.895
C -2.947 2.214 2.647
H -1.464 -6.457 -1.729
H -4.313 5.657 2.935
H -2.735 5.328 1.318
H -3.519 -0.883 -1.596
H -0.086 -6.618 -2.619
H -2.610 0.394 1.577
H 2.268 3.976 2.401
H 0.776 -3.892 2.443
H -3.147 1.730 3.593
H 4.669 -2.612 3.685
H -0.039 -5.749 -1.155
H -3.204 0.866 -6.440
H 4.794 -2.916 -4.056
H -2.161 4.011 -0.674
H 0.628 0.831 3.751
H 2.257 -0.066 1.234
H 2.520 -2.271 -3.400
H -2.918 -3.344 2.564
H 0.871 4.239 1.341
H 4.344 -0.476 2.484
H -0.726 2.621 4.776
H 2.106 1.786 3.961
H 6.153 -1.444 -2.360
H 0.145 3.385 -3.371
H 4.374 -0.472 -0.552
H -3.688 2.140 -4.343
H -0.355 -4.568 -3.577
H -5.475 -2.016 -0.630
H 2.888 -4.327 3.651
H 0.293 4.709 5.575
H -1.659 -1.093 -6.297
H 5.020 -2.098 -0.301
H 0.616 2.235 5.847
H -3.421 2.424 -1.948
H -0.558 4.750 3.266
H 1.737 3.498 -4.029
H 4.710 -0.681 -3.009
H 1.881 4.199 5.026
H 2.685 -3.911 -2.721
H 5.103 -3.670 -2.500
H 0.890 5.745 3.367
H -1.909 -4.463 -2.739
H -5.213 -3.274 1.520
H -0.696 -1.699 -4.092
H 3.304 1.778 -3.502
H 2.732 0.457 -2.498
*
```



# C9H12N3O2S

A structure of composition C9H12N3O2S in a non-equilibrium geometry (ωB97M-V/def2-TZVPD, OMol25).

Properties
Total energy   -1062.6859 hartree
LUMO level   -4.9 eV
Relative energy (zero: lowest compared OMol25 entry of this formula, charge and spin)   78.5 kcal/mol

The geometry in ORCA input format:
```
! RIJCOSX wB97M-V def2-TZVPD def2/J DEFGRID3
* xyz 1 1
S 1.045 2.280 0.366
O 0.620 -2.855 1.256
O 3.811 0.364 -1.000
N 1.011 -0.640 0.657
N 2.043 -0.667 -0.163
N -1.276 0.879 0.211
C -1.204 -1.465 0.489
C 2.923 0.385 -0.152
C 0.031 0.980 0.394
C -3.219 -0.465 -0.517
C 2.691 1.499 0.872
C -1.876 -0.383 0.095
C 2.138 -1.686 -1.157
C 0.175 -1.781 0.877
C -2.042 2.244 0.217
H 2.923 -1.460 -1.822
H -1.864 2.907 -0.549
H -1.679 2.778 1.071
H -3.448 0.292 -1.153
H -1.729 -2.333 0.567
H 1.125 -1.659 -1.800
H 3.356 2.323 0.655
H -3.095 2.033 0.303
H -4.050 -0.638 0.257
H 2.282 -2.710 -0.823
H 2.428 1.142 1.889
H -3.120 -1.364 -1.041
*
```



# C35H60Br20N4OS

A cluster of 11 separate species, C35H60Br20N4OS in total in a non-equilibrium geometry (ωB97M-V/def2-TZVPD, OMol25).

Properties
SMILES   C=C[C@H](C#N)[C@H](C#N)CCCCCCCSc1nnco1.BrCCBr.BrCCBr.BrCCBr.BrCCBr.BrCCBr.BrCCBr.BrCCBr.BrCCBr.BrCCBr.BrCCBr
Total energy   -53542.3101 hartree
LUMO level   0.1 eV

The geometry in ORCA input format:
```
! RIJCOSX wB97M-V def2-TZVPD def2/J DEFGRID3
* xyz 0 1
Br 0.147 -1.974 6.276
Br -4.259 4.813 -1.464
Br 1.094 -8.498 0.062
Br 4.780 -8.588 -0.140
Br -7.398 4.057 -4.557
Br -5.186 -5.653 0.649
Br 1.887 5.904 7.275
Br -2.398 -1.915 3.393
Br 4.365 1.459 -3.293
Br 5.791 5.034 -0.554
Br 4.404 2.517 6.625
Br 3.338 5.617 -3.235
Br -4.647 8.373 -2.344
Br -0.617 1.327 4.798
Br -1.663 -5.695 -0.402
Br 7.849 0.524 -4.018
Br 0.991 -2.552 2.079
Br -7.472 2.074 -1.464
Br 0.872 4.272 4.128
Br 5.024 -1.030 7.407
S -4.858 -2.962 -1.416
O -5.719 -0.624 -2.403
N 0.829 -4.606 -1.394
N 3.057 -2.089 -4.466
N -4.797 -1.911 -3.944
N -5.185 -0.714 -4.537
C 5.182 6.217 -3.094
C 4.942 0.506 8.597
C 3.902 -1.117 -0.582
C -5.711 0.014 -3.604
C -3.313 -2.231 -0.762
C 2.748 5.903 5.529
C -1.699 0.737 0.119
C 1.315 -1.498 -2.628
C -3.038 0.319 -0.489
C 1.109 0.016 -2.511
C -4.180 -7.056 -0.247
C -0.240 -3.770 2.970
C -3.457 7.029 -3.094
C 3.466 -8.159 -1.511
C 3.867 1.471 8.176
C 2.313 -7.370 -0.954
C -8.436 3.701 -1.904
C 6.191 -0.214 -4.724
C -5.129 -1.805 -2.696
C -3.584 -0.983 0.106
C -0.506 0.012 -0.507
C 0.809 0.807 6.010
C 6.057 5.158 -2.476
C 1.783 -2.188 -1.314
C 2.304 -1.767 -3.668
C -8.879 3.703 -3.342
C -0.243 0.428 -1.947
C 1.743 5.988 4.413
C 1.348 -0.560 5.685
C -1.666 -3.525 2.568
C -4.129 5.687 -3.196
C 5.165 0.859 -4.961
C 1.294 -3.561 -1.347
C -2.773 -7.139 0.278
C 3.283 -2.187 -1.072
H 2.628 -6.573 -0.290
H 5.852 -0.964 -4.017
H 5.576 1.739 -5.446
H 5.866 4.168 -2.881
H 0.408 0.877 7.016
H 3.155 -9.100 -1.952
H 6.461 -0.694 -5.661
H -0.075 -3.638 4.032
H 7.107 5.408 -2.607
H -3.193 7.397 -4.083
H -0.263 1.517 -1.966
H 3.393 6.779 5.534
H -3.748 1.116 -0.284
H 2.940 0.972 7.914
H -2.289 -8.053 -0.060
H -7.777 4.529 -1.661
H 1.586 1.561 5.874
H -9.596 4.500 -3.520
H -2.784 -1.914 -1.655
H -3.541 5.013 -3.815
H -2.752 -3.005 -0.257
H 4.721 0.099 9.581
H 0.964 6.718 4.605
H 3.541 -0.108 -0.707
H 4.340 0.470 -5.553
H -2.904 0.257 -1.566
H 5.171 7.140 -2.525
H 1.500 -0.707 4.620
H 1.890 0.514 -1.950
H -1.049 0.095 -2.595
H 1.164 0.418 -3.519
H -5.138 5.751 -3.590
H -9.299 3.719 -1.243
H -3.154 -1.140 1.093
H -1.786 -3.401 1.498
H 0.380 -1.949 -2.952
H -4.652 -0.859 0.224
H 1.328 -1.747 -0.439
H -9.307 2.754 -3.648
H 2.284 -0.741 6.211
H -1.541 1.806 -0.014
H 3.676 2.200 8.960
H 2.235 6.221 3.472
H 4.003 -7.570 -2.250
H 0.072 -4.769 2.673
H -2.572 7.008 -2.467
H 1.712 -6.948 -1.756
H -6.087 1.011 -3.708
H -0.687 -1.064 -0.425
H 0.364 0.207 0.122
H -2.729 -7.086 1.361
H 4.831 -1.235 -0.045
H 5.499 6.423 -4.113
H 3.356 5.007 5.475
H -4.222 -6.841 -1.310
H -4.719 -7.978 -0.041
H 3.871 -3.067 -1.277
H -2.297 -4.343 2.907
H 5.929 0.955 8.602
H -1.710 0.553 1.191
*
```



# O5S2

An isolated molecule of O5S2 in a non-equilibrium geometry (ωB97M-V/def2-TZVPD, OMol25).

Properties
Total energy   -1172.5077 hartree
LUMO level   -0.6 eV
Relative energy (zero: lowest compared OMol25 entry of this formula, charge and spin)   14.5 kcal/mol

The geometry in ORCA input format:
```
! RIJCOSX wB97M-V def2-TZVPD def2/J DEFGRID3
* xyz 0 1
S -1.377 0.363 0.024
S 0.984 0.008 0.057
O -0.112 -0.070 1.192
O -2.547 -0.484 -0.117
O -0.238 -0.093 -1.041
O 1.895 -1.057 -0.042
O 1.396 1.333 -0.073
*
```



| no. | HOMO (eV) | HOMO-LUMO gap (eV) |
| --- | --- | --- |
| 1 | -9.20 | 10.0 |
| 2 | -15.71 | 7.7 |
| 3 | -12.75 | 7.9 |
| 4 | -9.08 | 9.2 |
| 5 | -12.09 | 11.4 |